[1]
10
Properties=species:S:1:pos:R:3:forces:R:3 method="wB97M-V/def2-TZVPD" total_energy_ha=-1386.8389 lumo_ha="-0.0507 / -0.0290" relative_energy_kcal_mol=57.6 homo_ev="-8.62 / -8.38" multiplicity=1
N 1.3235 1.4956 0.1406 1.7 -1.7 -1.8
N 0.5827 1.0440 -0.8672 -3.3 0.2 2.2
O -0.9687 -1.7305 -0.8296 2.2 -0.7 1.6
P -0.6111 -0.7193 0.3956 0.3 -0.6 -0.6
S 0.3003 -1.6739 1.8495 -0.2 1.0 -1.0
Cl -2.5363 -0.1536 0.9760 0.3 0.2 -0.2
H 0.6978 2.0142 0.7317 0.6 0.0 0.7
H 2.0214 0.7858 0.4867 -1.0 1.5 0.4
H 0.9046 0.4216 -1.5753 1.5 -0.7 0.1
H -1.7141 -1.4839 -1.3081 -2.2 0.8 -1.4

[2]
50
Properties=species:S:1:pos:R:3:forces:R:3 method="wB97M-V/def2-TZVPD" total_energy_ha=-1357.2068 lumo_ha=-0.0162 relative_energy_kcal_mol=7.4 homo_ev=-8.66 smiles="COc1ccc(C(C)=O)cc1COC(=O)CCCN1C(=O)c2ccccc2C1=O" multiplicity=1
C 3.7036 -0.2569 -1.9047 0.3 0.2 0.1
O 2.6400 -1.1484 -2.1579 -0.3 -0.2 0.0
C 1.3866 -0.6549 -2.2206 -0.5 0.0 -0.1
C 1.0700 0.7032 -2.2361 0.3 -0.1 -0.1
C -0.2465 1.1075 -2.2635 -0.2 -0.1 0.0
C -1.2908 0.1835 -2.3035 0.5 0.1 0.0
C -2.6803 0.6931 -2.2791 -0.3 -0.1 0.0
C -3.7866 -0.3262 -2.3894 -0.2 0.3 0.0
O -2.9149 1.8784 -2.1656 0.0 0.0 0.0
C -0.9702 -1.1748 -2.3260 -0.1 0.3 -0.1
C 0.3441 -1.5984 -2.2808 0.4 -0.2 0.1
C 0.6628 -3.0639 -2.1344 -0.2 0.2 -0.4
O 0.7891 -3.3614 -0.7357 0.5 -0.1 0.1
C -0.3381 -3.5261 -0.0466 -0.2 -0.3 0.5
O -1.4294 -3.6468 -0.5411 -0.1 0.0 -0.1
C -0.0679 -3.4909 1.4422 0.0 0.2 -0.1
C 0.3706 -2.0751 1.8344 -0.1 0.0 0.0
C -0.6718 -1.0432 1.3993 0.1 -0.3 0.0
N -0.3238 0.2961 1.8191 -0.1 -0.3 -0.1
C 0.7672 1.0029 1.3460 0.1 -0.1 0.0
O 1.5979 0.5780 0.5797 0.0 0.0 0.1
C 0.6866 2.3372 1.9870 -0.4 0.4 0.4
C 1.5019 3.4432 1.8717 -0.1 -0.2 0.0
C 1.1647 4.5746 2.6087 0.1 0.0 -0.1
C 0.0491 4.5881 3.4312 -0.1 0.0 0.1
C -0.7732 3.4712 3.5478 0.0 -0.2 -0.1
C -0.4386 2.3517 2.8158 0.5 0.4 -0.2
C -1.0989 1.0290 2.7137 -0.1 -0.1 0.1
O -2.0873 0.6166 3.2620 0.0 0.1 0.1
H 3.8667 0.4226 -2.7473 0.0 0.0 0.0
H 4.5847 -0.8830 -1.7727 0.0 0.1 0.0
H 3.5172 0.3154 -0.9930 0.0 0.0 -0.1
H 1.8491 1.4465 -2.2000 0.1 0.1 0.0
H -0.4961 2.1583 -2.2472 0.0 0.1 0.0
H -3.6907 -0.8834 -3.3186 0.0 -0.1 -0.1
H -3.7350 -1.0269 -1.5587 0.0 -0.1 0.0
H -4.7465 0.1834 -2.3703 0.0 0.0 0.0
H -1.7461 -1.9237 -2.3442 -0.1 -0.1 0.0
H -0.1299 -3.6828 -2.5649 0.2 0.1 0.0
H 1.6312 -3.3069 -2.5705 -0.2 0.0 0.1
H -0.9812 -3.7711 1.9671 0.0 -0.1 -0.1
H 0.7263 -4.1972 1.6832 0.0 0.0 0.0
H 1.3211 -1.8445 1.3509 0.0 0.0 0.1
H 0.5061 -2.0228 2.9167 0.0 0.0 0.0
H -1.6448 -1.2668 1.8451 0.1 0.0 -0.1
H -0.7684 -1.0449 0.3090 -0.1 0.0 0.1
H 2.3686 3.4277 1.2293 0.1 0.0 -0.1
H 1.7824 5.4573 2.5375 0.0 0.1 0.0
H -0.1868 5.4810 3.9904 0.0 0.1 0.0
H -1.6438 3.4747 4.1846 -0.1 0.0 0.1

[3]
58
Properties=species:S:1:pos:R:3:forces:R:3 method="wB97M-V/def2-TZVPD" total_energy_ha=-5498.5554 charge=+1 lumo_ha=-0.1317 relative_energy_kcal_mol=16.9 homo_ev=-11.78 multiplicity=1
C 1.2333 -3.5216 1.9940 0.5 -0.9 0.4
O 0.8272 -3.4021 0.6158 -0.3 1.1 0.5
B 1.5914 -2.5146 -0.0929 -0.3 -0.9 0.0
O 2.9325 -2.7539 -0.1191 -0.1 0.7 -0.2
C 0.9162 -1.2205 -0.8130 0.2 -0.5 0.5
C 1.5938 -0.0309 -0.0509 0.6 0.5 -0.5
C 2.2991 1.0048 -0.9383 -0.4 0.5 -0.1
C 1.3440 1.8960 -1.7740 0.1 0.5 0.1
C 0.6660 2.9948 -0.9674 0.5 -1.2 -0.7
C -0.4249 2.6834 -0.1816 0.0 -0.3 -0.1
C -1.0515 3.6715 0.5438 -0.6 -0.9 0.3
C -0.5667 4.9508 0.4840 -0.7 0.9 0.7
C 0.5109 5.2712 -0.3023 0.2 0.6 -0.1
C 1.1254 4.2876 -1.0475 0.5 0.4 -0.1
C 1.0885 -1.3086 -2.3487 -0.1 -0.8 -1.6
C 1.9309 -2.4659 -2.9580 0.3 0.8 -0.3
C 2.0349 -2.2913 -4.4956 0.5 0.1 0.4
F 1.3839 -3.3296 -5.1267 -0.1 0.2 -0.1
S -0.5844 -1.5607 -3.1194 -0.2 0.4 1.2
C -1.3378 -1.3368 -1.5768 0.4 -0.2 -1.8
Br -3.2096 -1.3068 -1.6641 0.5 0.0 0.5
N -0.5639 -1.2054 -0.5564 -1.2 0.2 0.5
C -1.2286 -1.0174 0.7620 0.3 -0.2 0.8
C -1.9127 -2.2809 1.3399 -0.3 0.3 0.0
C -3.3673 -2.0242 1.7964 -0.3 -0.8 -0.6
O -3.6298 -2.7386 2.9917 0.3 0.2 0.2
H 0.3746 -3.5239 2.6679 -0.1 0.1 -0.4
H 1.9220 -2.7242 2.2939 -0.2 0.0 -0.1
H 1.7599 -4.4684 2.1490 -0.1 0.1 -0.1
H 3.4277 -2.0833 -0.6048 0.2 -0.2 0.2
H 0.8938 0.5247 0.5774 -0.1 -0.2 -0.2
H 2.3444 -0.4220 0.6462 -0.2 0.0 -0.1
H 2.8412 1.6770 -0.2623 0.0 -0.1 -0.1
H 3.0524 0.5837 -1.6163 -0.1 -0.3 0.2
H 0.5581 1.3387 -2.3003 0.2 -0.1 0.1
H 1.9562 2.3907 -2.5371 -0.2 -0.2 0.0
H -0.7509 1.6458 -0.1743 -0.3 0.2 0.1
H -1.9030 3.4123 1.1799 0.4 0.2 -1.0
H -1.0649 5.7218 1.0657 0.1 0.0 -0.1
H 0.8400 6.3044 -0.3360 0.1 -0.1 -0.1
H 1.9661 4.5285 -1.6922 -0.1 0.0 0.1
H 1.4428 -0.4304 -2.8917 0.1 0.3 0.8
H 2.9572 -2.3919 -2.5879 -0.2 -0.3 0.1
H 1.5133 -3.4575 -2.7635 0.2 0.1 0.2
H 1.6363 -1.3242 -4.8361 -0.2 -0.3 0.0
H 3.0873 -2.2925 -4.7963 -0.2 -0.2 -0.1
H -0.4952 -0.6818 1.4979 0.1 0.0 -0.4
H -1.9395 -0.1935 0.6548 0.0 -0.1 -0.1
H -1.8999 -3.1056 0.6225 0.1 0.1 0.1
H -1.3608 -2.6169 2.2180 -0.1 0.1 -0.1
H -4.0283 -2.4350 1.0226 0.0 0.4 0.0
H -3.6079 -0.9578 1.8967 0.2 -0.1 0.2
H -4.3794 -3.3256 2.8638 0.0 0.1 0.0
C -2.9467 3.5469 4.8320 -0.1 0.1 0.1
Cl -2.5348 5.0699 5.6125 0.0 -0.1 0.0
Cl -4.6937 3.3179 4.7810 0.1 0.0 0.0
Cl -2.2615 3.4833 3.1945 -0.2 0.0 1.0
H -2.5149 2.7399 5.4103 0.0 0.0 0.0

[4]
85
Properties=species:S:1:pos:R:3:forces:R:3 method="wB97M-V/def2-TZVPD" total_energy_ha=-5895.1365 lumo_ha=-0.0876 homo_ev=-8.70 smiles="CP(O)N1C(=O)c2c(O)c([PH2]=S)c(CC(=O)Cl)c(I)c2C1=O.FC(F)C(F)(F)COC(F)(F)C(F)F.FC(F)C(F)(F)COC(F)(F)C(F)F.FC(F)C(F)(F)COC(F)(F)C(F)F" multiplicity=1
C 5.7940 0.0255 -1.0520 -0.9 0.8 0.1
P 5.5948 -0.9863 -2.7049 2.9 -0.9 -0.1
O 6.0989 0.0387 -4.0596 -3.1 -1.2 0.7
N 3.8669 -1.4617 -2.8787 -1.2 3.1 2.1
C 3.3094 -2.4059 -1.8285 0.0 -2.6 3.2
O 3.9124 -3.1739 -0.9171 -3.2 4.8 -6.1
C 1.6801 -2.2800 -1.9607 -1.9 2.0 -1.2
C 0.4474 -3.2531 -1.4897 0.6 3.0 -1.4
O 0.7394 -4.5225 -0.7983 0.5 2.8 -2.8
C -1.0971 -2.6973 -1.7962 3.6 1.5 -1.3
P -2.5175 -3.8674 -1.2295 0.1 0.2 0.8
S -3.6866 -3.0638 0.1149 0.1 0.1 -0.6
C -1.3479 -1.2238 -2.5444 2.9 -1.2 0.5
C -2.9009 -0.6799 -2.7888 0.7 0.7 0.4
C -3.0260 0.6918 -1.8409 3.3 -0.9 6.3
O -2.4838 0.6606 -0.6068 -4.0 0.6 -8.6
Cl -3.8647 2.2572 -2.4851 1.1 -2.4 0.9
C -0.0520 -0.2978 -3.0326 1.3 -3.7 2.1
I -0.2173 1.6581 -4.0267 -0.1 -2.0 1.0
C 1.4668 -0.8498 -2.7334 -3.1 -2.4 1.4
C 2.9509 -0.2341 -3.0592 -1.0 3.0 -1.0
O 3.2585 1.0127 -3.4299 -1.5 -8.4 2.4
H 6.1906 -0.7195 -0.2101 -0.9 1.5 -2.1
H 6.5712 0.8982 -1.2439 -1.7 -1.8 0.5
H 4.7270 0.4363 -0.7325 2.4 -0.5 -0.5
H 5.4125 -0.0222 -4.8072 1.4 0.3 1.6
H 1.6435 -4.8443 -1.1483 -1.8 1.0 0.8
H -3.2540 -4.4215 -2.3738 1.1 0.5 0.6
H -1.9148 -5.0417 -0.5837 0.0 1.1 -1.3
H -3.0932 -0.4282 -3.9345 0.5 -0.5 2.6
H -3.7161 -1.4332 -2.3524 1.9 1.6 -0.9
F -1.4782 1.1963 3.8908 0.4 -0.2 -0.2
C -0.6505 1.1316 2.8242 0.1 -1.1 0.1
F 0.3622 0.2951 3.1814 0.1 0.3 -0.2
C -0.1027 2.4974 2.4283 0.4 0.9 0.2
F 0.6655 3.0299 3.4152 -0.2 -0.3 -0.1
F 0.7377 2.3254 1.3591 -0.4 -0.3 0.1
C -1.1652 3.5236 2.0064 -0.1 0.7 -0.9
O -1.5788 4.4523 3.0129 -0.8 -1.3 1.3
C -2.5993 3.9855 3.8923 0.1 0.3 -2.2
F -3.1055 2.8237 3.4128 -0.3 0.7 0.7
F -3.6080 4.8947 3.8041 0.4 -0.2 0.5
C -2.1280 3.8771 5.3476 0.5 -0.2 0.9
F -1.0700 3.0337 5.4687 -0.4 0.5 -0.1
F -3.1098 3.3816 6.1468 -0.1 0.2 -0.5
H -1.1868 0.6613 1.9952 0.0 0.2 -0.1
H -0.7011 4.1507 1.2370 0.1 -0.1 0.3
H -2.0200 3.0595 1.4998 0.2 -0.1 0.3
H -1.8257 4.8527 5.7365 -0.1 0.1 -0.2
F -2.0931 -7.8314 2.3391 -0.2 0.3 -0.5
C -2.1842 -7.3076 1.0964 -1.1 0.4 0.5
F -3.5125 -7.2598 0.8025 0.3 -0.1 -0.3
C -1.4355 -8.1354 0.0589 0.2 -1.1 -0.2
F -1.9690 -9.3796 -0.0633 0.0 0.5 0.2
F -1.6050 -7.5397 -1.1640 0.0 0.4 0.4
C 0.0775 -8.2561 0.2961 0.9 0.0 -0.6
O 0.5197 -9.4502 0.9480 -0.9 0.4 1.6
C 0.4530 -9.4292 2.3721 1.2 1.1 -1.3
F 0.1896 -8.1670 2.7885 0.3 -0.8 0.4
F 1.7124 -9.7082 2.8055 -0.7 -0.3 0.0
C -0.5284 -10.4629 2.9378 -0.8 -0.6 0.3
F -1.7879 -10.2650 2.4689 0.6 -0.1 0.0
F -0.6036 -10.3794 4.2926 0.4 0.2 -0.4
H -1.8178 -6.2776 1.1249 0.2 0.0 0.0
H 0.5431 -8.3030 -0.6947 -0.3 -0.2 0.1
H 0.5042 -7.3559 0.7547 -0.4 -0.2 0.1
H -0.2265 -11.4787 2.6706 0.2 0.1 -0.1
F -0.3513 7.3408 -2.7423 -0.1 0.4 -0.3
C -0.5625 8.6706 -2.8591 -0.4 -0.2 -1.1
F -0.2824 8.9859 -4.1534 0.1 0.2 0.3
C 0.3079 9.4845 -1.9092 1.0 0.2 0.4
F 1.6289 9.3303 -2.1902 -0.5 -0.1 -0.1
F 0.0392 10.8124 -2.1176 -0.4 -0.4 -0.1
C 0.0736 9.2055 -0.4168 -0.1 0.6 0.9
O 0.9853 8.2952 0.2048 -0.5 -1.5 -1.1
C 0.6673 6.9136 0.0536 -0.9 1.7 1.0
F -0.5781 6.7961 -0.4670 0.5 -0.6 0.4
F 0.5913 6.4112 1.3160 0.4 -0.1 -0.6
C 1.7250 6.1428 -0.7458 0.7 -0.4 -0.7
F 1.8863 6.6614 -1.9910 0.0 -0.1 0.6
F 1.3640 4.8428 -0.9131 -0.3 0.4 0.4
H -1.6253 8.8701 -2.6960 0.1 0.1 0.2
H 0.2431 10.1538 0.1054 0.2 -0.2 -0.2
H -0.9711 8.9559 -0.1949 0.3 -0.1 -0.3
H 2.6948 6.1699 -0.2427 -0.2 0.1 0.2

[5]
70
Properties=species:S:1:pos:R:3:forces:R:3 method="wB97M-V/def2-TZVPD" total_energy_ha=-1272.2272 lumo_ha=0.0098 relative_energy_kcal_mol=105.0 homo_ev=-9.22 smiles=COC[C@H](C)N.COC[C@H](C)N.CO.CO.CO.CO.CO.CO multiplicity=1
C 3.8166 1.0192 -0.8491 0.3 0.6 -0.1
O 4.0968 0.5595 -2.1575 0.2 -0.9 0.4
C 3.6241 1.3617 -3.2211 1.4 -0.9 -1.1
C 4.4468 1.0435 -4.5621 0.6 0.3 2.0
C 4.2512 -0.3949 -5.1170 0.6 1.5 0.4
N 5.9264 1.3366 -4.4224 -1.1 -1.0 -0.3
H 4.5506 1.7705 -0.5579 0.1 0.4 -0.1
H 3.9267 0.2600 -0.0748 -0.1 -0.6 -0.5
H 2.8261 1.4631 -0.7485 -0.2 0.0 -0.2
H 2.5917 1.0805 -3.4288 -0.4 0.6 0.1
H 3.8216 2.3973 -2.9441 -0.5 0.4 -0.2
H 4.0841 1.7265 -5.3302 -0.3 0.1 0.1
H 3.1876 -0.6244 -5.1820 0.1 0.0 -0.4
H 4.7367 -1.1839 -4.5427 0.0 0.2 0.2
H 4.7773 -0.2680 -6.0632 -0.4 -0.8 -0.4
H 6.1524 2.1459 -3.8620 -0.4 0.3 0.0
H 6.3183 0.5536 -3.9190 0.2 -0.1 0.1
C -4.1392 0.5046 1.5872 -0.8 -0.9 1.2
O -5.0826 0.4647 2.7366 1.2 0.7 -1.6
C -4.8166 1.4608 3.7349 -0.4 -1.3 -1.5
C -3.5306 1.2207 4.4639 1.2 -0.5 0.2
C -3.2306 -0.2116 4.9178 -1.4 -1.3 -1.0
N -3.5809 2.0507 5.6395 0.3 0.3 0.6
H -4.0296 1.3977 0.9719 -0.8 0.6 0.4
H -4.5190 -0.2935 0.9494 0.4 0.0 0.0
H -3.1206 0.3055 1.9200 0.0 -0.4 0.1
H -4.7463 2.4165 3.2153 -0.3 0.4 0.4
H -5.6843 1.3789 4.3895 0.1 0.4 0.2
H -2.7275 1.5894 3.8258 0.2 0.0 -0.1
H -2.3546 -0.4807 5.5080 0.4 0.9 -0.2
H -3.2980 -0.9209 4.0929 0.4 0.0 -0.3
H -4.0584 -0.5802 5.5236 -0.4 0.3 0.3
H -2.7027 1.8343 6.0888 0.3 0.6 0.5
H -4.2264 1.5181 6.2050 -0.5 0.4 0.7
C 2.2891 -2.2339 -2.5690 0.0 1.1 0.1
O 1.5221 -3.3623 -2.7818 0.2 -1.4 -0.4
H 3.3667 -2.3956 -2.5965 0.0 -0.6 -0.1
H 2.0698 -1.5178 -3.3609 0.1 0.4 0.1
H 2.1124 -1.7652 -1.6009 -0.2 0.1 0.1
H 0.7262 -3.4094 -2.2471 -0.2 0.4 0.4
C 1.9788 1.9292 3.1199 0.8 0.5 0.3
O 0.7489 1.3148 3.3025 -1.5 -0.6 0.3
H 2.1226 2.0707 2.0487 0.7 0.1 0.1
H 1.9895 2.8738 3.6636 0.2 0.3 -0.3
H 2.7358 1.3238 3.6184 0.1 -0.2 -0.5
H 0.0926 2.0035 3.1737 -0.3 -0.1 0.1
C -2.9609 -3.4098 1.5428 -0.2 0.7 2.3
O -2.4512 -2.3622 0.7895 -0.1 0.1 -1.9
H -2.6292 -3.2167 2.5630 0.6 -0.8 0.3
H -4.0286 -3.3216 1.7435 -0.5 -0.3 -0.9
H -2.6449 -4.3881 1.1808 -0.1 0.2 0.0
H -2.1434 -1.6081 1.2977 0.3 0.0 0.3
C 0.3577 -0.7175 0.3334 -0.2 -0.3 -0.8
O -0.4682 -0.6191 1.5247 1.0 -0.5 -1.2
H 0.5666 -1.7038 -0.0809 -1.0 -0.8 0.8
H -0.1267 -0.2186 -0.5060 0.1 0.5 0.1
H 1.4038 -0.4216 0.4122 -0.2 1.0 0.7
H -0.0426 0.0656 2.0460 0.1 0.2 0.6
C -0.2693 3.5532 -2.2916 -0.1 -0.5 -0.3
O -0.5336 2.1674 -1.9452 0.5 1.1 -0.2
H 0.4987 3.9636 -1.6360 -0.4 -0.2 0.4
H 0.1402 3.7030 -3.2905 0.1 -0.5 -0.3
H -1.1883 4.1393 -2.2952 0.0 0.1 0.5
H -0.9149 1.7458 -2.7188 -0.1 -0.1 0.0
C -2.1053 -3.8303 -2.1840 0.4 0.9 0.1
O -1.0393 -3.4319 -1.3357 1.0 -0.9 -0.2
H -2.3559 -2.8990 -2.6918 -0.9 -0.3 -0.4
H -1.7730 -4.5544 -2.9279 0.1 -0.1 0.2
H -2.9180 -4.2379 -1.5827 -0.2 0.0 -0.3
H -1.4152 -3.1303 -0.5054 -0.2 0.5 0.4